Entry 1:
{
  "formula": "C27H50LuOP2",
  "method": "ωB97M-V/def2-TZVPD",
  "total_energy_ha": -3051.96278,
  "charge": 1,
  "homo_lumo_gap_ev": 6.70,
  "species": ["Lu", "C", "C", "C", "C", "C", "C", "H", "H", "H", "C", "H", "H", "H", "C", "H", "H", "H", "C", "H", "H", "H", "C", "H", "H", "H", "C", "C", "C", "C", "C", "C", "C", "C", "H", "H", "H", "H", "H", "H", "H", "H", "H", "H", "H", "H", "P", "C", "C", "P", "C", "C", "C", "H", "H", "H", "H", "H", "H", "H", "H", "H", "H", "H", "H", "H", "H", "C", "C", "C", "C", "O", "H", "H", "H", "H", "H", "H", "H", "H", "H"],
  "coordinates": [[-1.551, 0.369, -0.724], [-0.406, 2.700, 0.258], [-0.123, 2.593, -1.135], [-2.424, 2.626, -0.884], [-1.813, 2.766, 0.407], [-1.372, 2.553, -1.846], [0.557, 2.899, 1.388], [1.605, 2.979, 1.054], [0.499, 2.068, 2.115], [0.304, 3.807, 1.962], [-2.456, 3.183, 1.669], [-1.892, 3.997, 2.153], [-2.483, 2.355, 2.388], [-3.481, 3.543, 1.524], [-3.884, 2.685, -1.147], [-4.297, 3.648, -0.810], [-4.445, 1.892, -0.622], [-4.095, 2.590, -2.218], [-1.537, 2.557, -3.329], [-1.919, 3.540, -3.652], [-2.271, 1.813, -3.685], [-0.578, 2.389, -3.845], [1.203, 2.826, -1.774], [1.114, 3.512, -2.633], [1.648, 1.909, -2.187], [1.928, 3.257, -1.066], [2.582, -0.010, 2.666], [3.419, 0.868, 2.082], [3.999, 0.744, 0.701], [4.264, -0.720, 0.234], [3.165, -1.342, -0.699], [1.900, -0.481, -0.731], [1.134, -0.228, 0.567], [1.592, -0.843, 1.900], [4.961, 1.292, 0.703], [4.449, -1.387, 1.096], [3.388, 1.329, -0.007], [1.889, -1.893, 1.767], [2.481, -0.111, 3.752], [3.810, 1.727, 2.643], [0.677, -0.958, 2.518], [1.055, 0.853, 0.664], [2.048, 0.440, -1.326], [0.059, -0.547, 0.521], [5.218, -0.746, -0.332], [3.593, -1.282, -1.719], [2.454, -3.071, -0.580], [2.314, -4.041, 0.964], [3.715, -3.986, -1.546], [0.324, -1.196, -1.785], [0.790, -2.917, -1.280], [0.989, -1.202, -3.477], [-1.617, -1.541, -2.206], [1.261, -4.302, 1.136], [2.689, -3.517, 1.847], [2.876, -4.985, 0.908], [3.742, -5.032, -1.217], [4.716, -3.563, -1.348], [3.559, -3.931, -2.631], [-1.541, -2.611, -2.439], [-1.933, -0.978, -3.100], [-2.391, -1.479, -1.381], [0.098, -3.304, -0.515], [0.661, -3.564, -2.165], [0.332, -0.653, -4.166], [1.051, -2.240, -3.838], [1.992, -0.756, -3.510], [-3.730, -2.030, 1.954], [-3.315, -0.563, 2.003], [-4.533, 0.333, 1.845], [-2.539, -0.261, 3.275], [-2.448, -0.317, 0.888], [-4.435, -2.281, 2.761], [-2.852, -2.682, 2.052], [-4.217, -2.252, 0.994], [-5.228, 0.230, 2.687], [-4.238, 1.384, 1.786], [-5.066, 0.093, 0.918], [-1.657, -0.909, 3.349], [-2.182, 0.773, 3.284], [-3.156, -0.409, 4.171]],
  "forces_ev_per_a": [[0.768, 1.190, 0.671], [-0.636, 0.041, -0.615], [-0.888, 0.039, -0.226], [0.948, 0.588, 0.510], [0.344, 0.024, -0.996], [0.469, 0.133, 0.761], [0.071, 0.067, 0.446], [-0.435, -0.026, 0.138], [0.100, 0.355, -0.212], [0.158, -0.205, -0.295], [-0.368, -0.094, 0.843], [-0.150, -0.214, -0.246], [-0.108, 0.384, -0.053], [0.173, -0.130, -0.006], [-0.698, 0.022, -0.104], [0.006, -0.257, -0.131], [0.110, 0.286, -0.161], [-0.037, 0.058, 0.156], [-0.160, 0.203, -0.517], [0.127, -0.292, -0.067], [0.284, 0.181, 0.005], [-0.371, -0.030, 0.146], [0.592, -0.179, -0.526], [0.023, -0.071, 0.399], [-0.030, 0.356, 0.023], [-0.253, -0.124, -0.268], [0.192, 0.434, -0.096], [0.056, -0.362, 1.018], [0.028, 0.278, -0.410], [0.615, -0.791, -0.098], [-1.041, 1.581, 0.593], [-0.508, -0.751, -1.175], [0.547, 0.360, 0.431], [-0.270, -0.536, -0.095], [-0.343, -0.440, 0.117], [-0.126, 0.507, -0.053], [0.218, -0.433, -0.055], [0.074, 0.484, 0.016], [-0.071, 0.747, -0.305], [0.138, -0.720, 0.189], [0.500, 0.290, -0.102], [0.122, -0.287, 0.358], [0.213, -0.586, 0.711], [0.627, -0.359, -0.195], [-0.502, 0.096, 0.286], [-0.378, -0.593, 0.237], [1.710, 0.376, -0.460], [0.102, -0.255, 0.406], [-0.094, -0.514, -0.125], [1.374, 2.567, 1.383], [-0.871, -1.002, 0.217], [-0.354, -0.141, -0.665], [-1.023, -1.915, -0.997], [0.255, 0.214, -0.012], [-0.022, -0.059, -0.231], [-0.129, 0.366, -0.295], [-0.090, 0.184, -0.347], [-0.524, 0.045, 0.136], [-0.117, -0.011, 0.311], [-0.764, 0.242, -0.267], [-0.175, -0.226, 0.144], [0.416, -0.590, -0.771], [0.180, 0.077, -0.213], [0.173, 0.055, 0.376], [0.238, -0.121, 0.191], [0.052, 0.353, -0.106], [-0.290, -0.075, 0.096], [-0.098, -0.260, 0.063], [0.449, -0.017, -0.677], [-0.260, 0.309, 0.099], [0.050, 0.061, 0.359], [-0.437, -0.580, 0.470], [0.197, 0.098, -0.205], [-0.131, 0.136, -0.007], [0.082, 0.075, 0.207], [0.090, -0.067, -0.144], [-0.033, -0.230, 0.060], [0.039, -0.095, 0.155], [-0.161, -0.002, -0.025], [-0.071, -0.197, 0.003], [0.107, -0.026, -0.174]],
  "mulliken_charge": [1.10, 0.21, 1.59, -0.02, 1.01, 0.60, -1.64, 0.28, 0.21, 0.51, -1.64, 0.44, 0.05, 0.39, -1.64, 0.39, 0.17, 0.35, -1.61, 0.37, 0.28, 0.42, -1.62, 0.45, 0.18, 0.42, -0.83, -0.32, -0.22, -1.20, -0.07, -1.01, 1.42, -0.23, 0.64, 0.28, -0.17, -0.63, 0.45, 0.40, 0.16, -0.92, -0.38, -0.27, 0.54, 0.86, 1.33, -1.51, -1.40, 2.16, -1.96, -1.53, -1.83, 0.47, 0.48, 0.43, 0.50, 0.42, 0.39, 0.70, 0.37, 0.31, 0.44, 0.71, 0.40, 0.42, 0.31, -1.68, 1.41, -1.28, -1.26, -0.44, 0.41, 0.33, 0.33, 0.49, 0.14, 0.31, 0.22, 0.22, 0.43]
}



Entry 2:
{
  "formula": "C11H16NS",
  "method": "ωB97M-V/def2-TZVPD",
  "relative_energy_kcal_mol": 124.8,
  "total_energy_ha": -881.21720,
  "charge": 1,
  "homo_lumo_gap_ev": [7.04, 7.04],
  "species": ["C", "C", "C", "C", "C", "C", "C", "C", "C", "C", "C", "N", "S", "H", "H", "H", "H", "H", "H", "H", "H", "H", "H", "H", "H", "H", "H", "H", "H"],
  "coordinates": [[-4.228, 1.250, -0.197], [-3.363, 0.769, -1.206], [-3.803, 1.300, 1.125], [-2.232, 0.004, -0.842], [-2.560, 0.688, 1.436], [-1.868, 0.059, 0.479], [2.619, 0.558, -0.101], [1.340, 1.426, 0.029], [1.460, -0.945, 1.211], [1.084, -1.103, -1.073], [3.236, -1.874, 0.164], [2.177, -0.893, -0.090], [0.270, 0.409, 1.183], [-5.118, 1.698, -0.579], [-3.433, 0.828, -2.230], [-4.463, 1.638, 1.965], [-1.884, -0.665, -1.549], [-2.084, 0.819, 2.371], [3.275, 0.833, -0.928], [3.158, 0.880, 0.804], [1.703, 2.362, 0.651], [0.685, 1.533, -0.795], [1.024, -1.842, 1.551], [0.748, -2.076, -0.987], [0.298, -0.363, -1.021], [1.399, -1.193, -2.127], [2.885, -2.840, 0.248], [4.031, -1.748, -0.558], [3.643, -1.512, 1.062]],
  "forces_ev_per_a": [[1.316, 0.773, -0.937], [1.175, -1.786, 3.085], [-0.658, -1.405, 0.695], [-1.812, 1.670, 0.727], [-1.168, 1.360, 0.184], [2.825, 0.618, -0.522], [-0.248, 0.865, 0.060], [1.029, 0.136, 2.705], [-1.540, 3.836, 1.079], [1.743, -0.179, -3.102], [1.705, 2.140, -1.806], [-1.934, 1.234, 1.227], [0.060, -2.117, 1.110], [-0.656, 0.400, 0.377], [-1.344, 0.287, -2.131], [0.740, -0.041, -1.057], [1.469, -0.820, -1.461], [0.057, 0.225, 1.099], [-0.410, -0.360, -0.471], [0.085, -1.330, -0.215], [-1.438, -1.531, -1.720], [-0.028, 0.959, -1.122], [-0.230, -1.203, -0.136], [-1.174, -1.877, 1.101], [0.152, -0.310, 0.158], [0.623, 0.842, 0.197], [-0.882, -1.937, 0.034], [-0.005, -0.416, -0.595], [0.547, -0.035, 1.437]],
  "mulliken_charge": [-0.58, -0.56, -0.40, -0.50, -0.41, 0.54, -0.38, -0.73, -0.64, -0.71, -1.07, 0.12, 0.12, 0.39, 0.46, 0.35, 0.57, 0.45, 0.44, 0.39, 0.37, 0.42, 0.35, 0.40, 0.01, 0.39, 0.36, 0.35, 0.49]
}



Entry 3:
{
  "formula": "C20H47ClFeO2P2",
  "method": "ωB97M-V/def2-TZVPD",
  "relative_energy_kcal_mol": 0.0,
  "total_energy_ha": -3347.24443,
  "multiplicity": 6,
  "charge": -1,
  "homo_lumo_gap_ev": [2.61, 7.80],
  "species": ["Fe", "P", "C", "C", "C", "C", "H", "C", "H", "H", "H", "H", "H", "H", "H", "C", "C", "H", "H", "H", "H", "H", "H", "C", "H", "C", "H", "H", "H", "H", "H", "H", "Cl", "H", "H", "P", "C", "C", "C", "C", "H", "C", "H", "H", "H", "H", "H", "H", "H", "C", "C", "H", "H", "H", "H", "H", "H", "C", "H", "C", "H", "H", "H", "H", "H", "H", "C", "O", "C", "O", "H", "H", "H"],
  "coordinates": [[0.159, 0.326, -0.033], [-1.771, 1.367, -0.641], [-3.274, 1.154, 0.460], [-1.578, 3.253, -0.632], [-2.484, 1.010, -2.330], [-2.914, 0.720, 1.885], [-3.786, 0.309, -0.031], [-4.256, 2.341, 0.520], [-3.853, 3.174, 1.108], [-5.175, 1.997, 1.018], [-4.556, 2.732, -0.458], [-2.363, -0.229, 1.900], [-3.844, 0.580, 2.459], [-2.308, 1.476, 2.410], [-2.735, -0.054, -2.190], [-1.495, 1.104, -3.496], [-3.789, 1.741, -2.653], [-4.591, 1.455, -1.968], [-4.107, 1.457, -3.668], [-3.677, 2.835, -2.645], [-0.460, 1.151, -3.147], [-1.669, 1.965, -4.151], [-1.592, 0.210, -4.127], [-1.202, 3.810, 0.747], [-2.571, 3.650, -0.904], [-0.570, 3.687, -1.696], [-1.955, 3.625, 1.522], [-1.073, 4.901, 0.667], [-0.245, 3.390, 1.088], [0.338, 3.062, -1.700], [-0.252, 4.719, -1.494], [-0.992, 3.655, -2.708], [1.610, 1.731, 0.755], [-1.043, -0.638, -0.340], [0.462, 0.100, -1.797], [1.533, -1.784, 0.675], [1.172, -3.413, -0.191], [3.395, -1.676, 0.874], [0.955, -2.202, 2.408], [0.589, -3.216, -1.583], [0.395, -3.852, 0.457], [2.392, -4.341, -0.258], [3.185, -3.936, -0.906], [2.045, -5.275, -0.720], [2.825, -4.584, 0.722], [-0.365, -2.669, -1.536], [0.405, -4.198, -2.054], [1.297, -2.644, -2.211], [-0.090, -2.494, 2.195], [0.940, -1.005, 3.376], [1.681, -3.405, 3.026], [1.504, -4.338, 2.477], [1.280, -3.540, 4.039], [2.764, -3.230, 3.128], [1.042, -0.032, 2.868], [1.736, -1.095, 4.131], [-0.013, -1.005, 3.924], [4.104, -1.293, -0.421], [3.689, -2.691, 1.172], [3.805, -0.699, 1.973], [3.819, -1.926, -1.267], [5.195, -1.380, -0.265], [3.884, -0.241, -0.671], [3.344, 0.278, 1.764], [4.897, -0.566, 1.944], [3.543, -1.021, 2.987], [3.083, 1.758, -3.181], [1.782, 1.455, -2.651], [1.481, 0.191, -2.350], [2.151, -0.766, -2.705], [3.333, 1.068, -3.989], [3.827, 1.725, -2.370], [3.011, 2.777, -3.561]],
  "forces_ev_per_a": [[1.125, -0.765, 0.196], [-0.191, 2.715, 0.015], [-0.096, -0.166, -0.326], [-0.969, -0.112, -0.273], [-0.334, -0.265, 0.361], [0.026, -0.053, 0.188], [-0.019, 0.110, 0.217], [-0.188, -0.106, 0.086], [-0.102, -0.238, -0.145], [0.142, 0.112, -0.014], [0.175, -0.084, 0.285], [-0.036, 0.231, -0.098], [0.235, 0.024, -0.068], [-0.159, -0.195, -0.223], [0.048, 0.126, -0.111], [0.320, -0.136, -0.095], [-0.119, -0.137, -0.244], [0.053, 0.094, -0.158], [0.033, 0.063, 0.174], [0.021, -0.246, 0.041], [-0.209, -0.035, -0.316], [-0.125, 0.027, 0.275], [0.090, 0.163, 0.104], [0.282, -0.012, 0.051], [0.293, 0.191, 0.059], [0.336, 0.000, -0.076], [0.151, -0.035, -0.191], [-0.054, -0.203, 0.024], [-0.295, 0.110, -0.089], [-0.297, 0.170, 0.070], [-0.058, -0.085, -0.086], [0.042, -0.016, 0.225], [0.908, 1.237, 0.858], [-1.184, -1.833, -0.035], [1.128, 0.143, -1.575], [-0.016, 0.574, 0.140], [0.391, 0.191, 0.465], [-0.199, -0.622, 0.183], [0.263, -0.388, -0.466], [-0.013, 0.117, -0.399], [0.247, -0.101, -0.131], [-0.186, -0.368, -0.108], [-0.320, -0.059, 0.259], [0.218, -0.033, 0.067], [-0.126, 0.087, -0.297], [0.369, -0.080, -0.054], [0.027, 0.220, 0.160], [-0.436, -0.139, 0.188], [0.263, 0.071, 0.163], [-0.247, 0.113, 0.150], [-0.300, 0.050, 0.419], [0.121, 0.234, 0.053], [0.134, -0.171, -0.020], [-0.334, -0.056, -0.116], [-0.016, -0.333, 0.174], [-0.174, 0.094, -0.296], [0.208, 0.091, -0.059], [0.207, 0.091, -0.072], [0.216, 0.171, -0.082], [0.068, 0.360, -0.008], [-0.002, 0.357, 0.084], [-0.288, 0.012, -0.039], [-0.044, -0.454, -0.065], [0.210, -0.264, 0.277], [-0.188, -0.056, -0.006], [-0.032, 0.030, -0.236], [-0.835, -0.404, 0.648], [0.481, 3.027, -0.948], [-2.825, -0.225, 1.985], [1.985, -2.797, -1.102], [0.128, 0.003, 0.185], [0.071, -0.128, -0.218], [0.002, -0.011, 0.019]],
  "mulliken_charge": [-0.59, 1.56, 0.63, 0.34, 0.63, -1.36, 0.55, -1.68, 0.29, 0.46, 0.29, 0.14, 0.49, 0.23, 0.52, -1.25, -1.77, 0.36, 0.50, 0.27, 0.16, 0.36, 0.36, -1.34, 0.56, -1.37, 0.24, 0.52, 0.01, 0.09, 0.54, 0.18, -0.77, -0.65, -0.09, 0.01, 0.45, 0.57, 0.58, -1.16, 0.55, -1.65, 0.26, 0.51, 0.28, 0.14, 0.51, 0.12, 0.53, -1.58, -1.70, 0.32, 0.49, 0.26, 0.23, 0.44, 0.39, -1.60, 0.66, -1.35, 0.32, 0.52, 0.06, 0.12, 0.47, 0.19, -1.06, -0.16, 0.82, -0.76, 0.33, 0.25, 0.24]
}